# 1
Computed, not measured: a cluster of 2 separate species, C18H31B3NO8P in total, with wB97M-V/def2-TZVPD.

XYZ file:
```
62
C18H31B3NO8P wB97M-V/def2-TZVPD
H -2.8228 3.1811 5.1720
O 3.5868 -7.0628 -4.6298
H 2.2659 -1.0940 1.4098
O -3.9837 2.9492 1.0507
H -0.3818 0.8912 -1.1213
H 0.8716 -1.5231 0.2029
C -1.7936 2.7005 4.8106
H -2.1459 4.1564 -0.6957
H -0.2219 4.3755 4.5580
B -3.8715 0.1950 0.7523
B -3.5523 2.3977 -0.2827
H -2.1564 1.6345 -2.4958
C 4.7568 -4.0012 -3.2464
H -0.5131 1.5736 1.1661
O -4.7999 -1.9970 1.8725
H -3.7026 4.2058 -1.7598
P -1.7291 2.9358 2.9166
O 1.5981 -0.4765 -1.9797
O -3.6157 0.6910 2.1182
H -5.1468 -1.4087 -0.2561
C -0.1577 2.1881 2.1261
C 4.6106 -5.0029 -4.1190
B -3.1942 2.1012 2.0095
C 3.7227 -6.1465 -3.8308
C 4.0383 -3.9957 -1.9566
H 5.1312 -5.0220 -5.0690
O -3.7260 0.9496 -0.5068
H 0.2269 3.1800 -3.2456
C 3.0042 -6.1410 -2.5410
H 0.6420 1.4933 4.1834
C -1.9402 2.7844 -2.5042
H -2.1744 3.3013 -3.5383
N -4.5466 -3.3397 1.7607
C -4.3248 -1.4050 0.6095
H 3.6302 -1.0084 -1.2464
H -1.6938 1.5907 5.1808
C 1.4811 0.9135 -2.4863
H 1.7512 0.9689 2.6366
H 1.1270 0.8920 -3.6261
C 2.0547 -1.5124 0.3222
O 4.1742 -3.0794 -1.1576
C -2.8827 3.4766 -1.3384
H 0.3389 3.0575 5.8089
C -0.3376 2.9822 -2.2173
H -0.0773 3.9162 -1.5330
H 0.5989 3.0017 1.6912
H 2.7498 0.5373 -0.4369
O -5.2195 -3.7902 0.8183
H 2.3576 -6.9876 -2.3449
H -1.0322 4.4053 6.2594
C 0.4008 1.6859 -1.5178
H 1.0137 2.0632 -0.5731
C 3.1504 -5.1393 -1.6684
C 0.6507 1.1202 3.0732
H 2.6298 -5.1202 -0.7184
C 2.6170 -0.5411 -0.8848
H 0.1337 0.0518 2.9844
C -0.5925 3.6697 5.4443
H 2.5538 1.3859 -2.4834
H 5.4034 -3.1546 -3.4425
H 2.4355 -2.6271 0.2392
H -3.3713 -2.0274 0.2767
```

Properties
Maximum force in hartree/bohr: 0.1064
Net charge: 0
E_tot in eV: -48351.7353
Molecular weight in g mol⁻¹: 452.855
Energy above the lowest of the compared OMol25 structures with the same formula, charge and spin in eV: 7.568
HOMO-LUMO gap in eV: 6.39
Highest occupied orbital energy in eV: -8.14

Löwdin analysis output, partial charges in e: 0.0951 0.1028 0.0684 0.0936 0.1211 0.0855 -0.4344 0.1234 0.0620 -0.3252 -0.3764 0.1101 0.0285 0.0704 -0.1404 0.1245 0.9792 -0.2430 0.1503 0.1487 -0.4262 0.0239 -0.5374 -0.3824 -0.3593 0.1235 0.1675 0.1130 0.0254 0.0507 -0.1922 0.1162 -0.0111 -0.0731 0.1080 0.0859 -0.2084 0.0777 0.1379 -0.0920 0.0593 -0.0721 0.0666 -0.2000 0.1137 0.0922 0.1139 0.0077 0.1240 0.0786 -0.1783 0.0946 0.0281 -0.1657 0.1210 -0.2262 0.0923 -0.2013 0.1284 0.1236 0.0593 0.1483

# 2
Computed, not measured: a structure of composition C18H31BMnN6P, with wB97M-V/def2-TZVPD.

XYZ file:
```
58
C18H31BMnN6P wB97M-V/def2-TZVPD
H 2.6313 3.0187 0.0961
H -1.1773 2.7300 1.0270
H -3.5030 -3.1120 1.5743
N -0.8596 -1.7668 -0.0003
C 0.7253 -0.3627 4.1862
H 5.0532 -1.3777 -2.4374
C -3.0394 2.7930 -0.0124
C 4.4003 -1.2061 -1.6014
H 4.1536 0.7593 2.0506
C -0.9422 2.2003 -1.0538
H 1.2081 3.0871 1.1213
N 2.2895 -0.4409 2.6139
H 2.8813 -0.8791 4.5650
C -3.1166 -0.8421 0.1084
H -2.0777 -3.8632 -1.2466
H 1.2307 1.1608 -3.1926
C -2.7192 -2.9866 -1.1301
P 0.8212 1.8013 -0.8887
H -3.4938 2.1023 -3.2937
N 2.5748 -1.0810 -0.2986
H -1.0553 -0.5859 -1.6060
C 4.7500 -0.8030 -0.3177
H -2.0503 -2.3327 2.2030
H -0.8346 0.1732 2.6779
H -1.0694 1.7517 -3.1602
Mn 0.8171 -0.3019 0.1103
C 2.0648 -0.6076 3.9179
C 1.5531 1.9654 -2.5339
B 3.7148 -0.3636 1.9737
H -4.1830 -1.0657 0.1185
N 3.6592 -0.7340 0.4386
N -0.3731 -1.2571 -1.2586
H -2.7187 -2.4220 -2.0640
C 3.0293 -1.3485 -1.5390
H 0.2230 -0.4164 5.1346
C -1.6156 2.0227 -2.2640
N 1.1387 -0.0926 2.0028
C 1.5469 3.1391 0.0881
H -1.9318 -3.8651 1.3186
H 4.3908 -1.1673 2.5615
H -0.2857 -2.5807 0.2129
H -4.7629 2.8004 -1.2901
C -3.6989 2.6194 -1.2213
H -3.7362 -3.3494 -0.9821
C -2.4535 -2.9068 1.3678
H -0.2478 -1.9742 -1.9696
H 1.2999 2.9294 -2.9782
C 0.1859 -0.0519 2.9479
C -2.9866 2.2293 -2.3464
H 2.3328 -1.6345 -2.3114
H 5.7108 -0.5802 0.1155
H -3.5899 3.1018 0.8661
H 2.6357 1.8893 -2.4262
H -2.9373 -0.2193 -0.7716
C -1.6712 2.5807 0.0735
H 1.2946 4.1124 -0.3357
C -2.3090 -2.1321 0.0634
H -2.8774 -0.2568 0.9959
```

Properties
2S+1: 2
Maximum force in hartree/bohr: 0.0136
Net charge: +1
Expectation value of S²: 1.243
E_tot in eV: -69389.8568
Molecular weight in g mol⁻¹: 428.212
HOMO-LUMO gap (spin up / spin down) in eV: 8.90 / 8.59
Highest occupied orbital energy (spin up / spin down) in eV: -11.39 / -11.03

Löwdin analysis output, partial charges in e: 0.0565 0.1039 0.0993 -0.0599 -0.0368 0.1018 -0.0714 -0.0411 0.0692 -0.3772 0.0442 -0.0633 0.1317 -0.0262 0.0930 0.0425 -0.0351 0.8661 0.1128 -0.0735 0.0782 -0.0725 0.0827 0.1004 0.0995 0.5042 -0.0622 -0.2347 -0.3733 0.1032 -0.0578 -0.0109 0.0821 -0.1555 0.1018 -0.1102 -0.0801 -0.2236 0.0939 0.0744 0.1364 0.1132 -0.0712 0.0984 -0.0266 0.1189 0.0637 -0.1391 -0.0740 0.0997 0.1347 0.1145 0.0535 0.0630 -0.0993 0.0636 -0.6081 0.0823

# 3
Computed, not measured: a structure of composition C18H31Cl2N4O4Pm, with wB97M-V/def2-TZVPD.

XYZ file:
```
60
C18H31Cl2N4O4Pm wB97M-V/def2-TZVPD
C 2.5332 1.9250 -0.9459
H 2.9584 0.9819 -4.2618
H -3.3882 2.3667 -0.5425
C 2.5697 -0.4018 -2.6684
H -2.0422 -0.5490 -2.1455
Cl 1.8298 -1.6492 1.2843
H -0.4031 2.2345 -2.5932
C 5.0386 -1.5324 -3.2766
C 1.3670 1.6077 -1.6375
C 1.2289 0.2475 -2.3350
H -2.1213 -3.8486 0.4401
O -1.9750 0.6252 -0.4172
O -1.2511 -0.2171 2.2493
O -0.6852 -2.2414 1.1826
H -5.0416 1.6911 -0.6483
H -5.3323 -0.0026 -2.7777
C -2.4939 0.2231 -1.5034
H 6.0061 -1.9697 -3.5136
H -2.8584 0.8409 5.0188
H 4.6138 -2.9102 -1.6740
H -2.9361 -0.2408 3.5918
Pm -0.1581 -0.4210 0.2689
H -0.3956 -0.6143 6.2265
N -1.7961 -4.0411 1.3782
H -3.7732 -0.5920 -3.4339
H -4.3505 1.0589 -3.8215
H 3.5676 3.7367 -0.5087
H -2.6461 -0.9163 5.2267
H 0.2944 3.4734 -1.5090
H 0.7138 0.4747 -3.2725
H 2.9986 2.8868 0.9228
H 0.1385 -2.6107 3.6008
H 0.8760 0.1270 5.2111
C 3.3318 0.1251 -3.7023
H 1.8532 3.7893 -0.0774
H 3.3450 1.2122 -0.9782
C 4.5650 -0.4390 -4.0080
C -0.4818 0.1250 3.1862
H -4.4039 2.7120 -1.9670
N -0.4779 -3.2951 3.2086
C -0.1783 0.1945 5.5172
H -2.0458 -4.8331 1.8589
C 4.2623 -2.0579 -2.2493
N -1.0178 0.0723 4.3699
H -0.6018 2.0913 -0.8624
C 2.7455 3.1601 -0.1133
H -0.7279 -4.1049 3.7076
C 0.1038 2.4115 -1.6632
H 0.5152 0.5290 3.0318
C -0.9913 -3.2063 1.9999
N -3.6072 0.7783 -1.8901
H 5.1595 -0.0266 -4.8193
C 3.0205 -1.4969 -1.9530
O 0.4996 -0.6418 -1.7616
C -4.1407 1.9589 -1.2148
H 2.3978 -1.9110 -1.1613
C -2.4508 -0.0704 4.5520
H -0.3427 1.1573 6.0159
Cl 0.8913 1.7406 0.9050
C -4.3087 0.2831 -3.0475
```

Properties
2S+1: 5
Maximum force in hartree/bohr: 0.1404
Net charge: 0
Expectation value of S²: 6.005
E_tot in eV: -74919.7244
Molecular weight in g mol⁻¹: 583.376
Energy above the lowest of the compared OMol25 structures with the same formula, charge and spin in eV: 3.332
HOMO-LUMO gap (spin up / spin down) in eV: 6.02 / 6.03
Highest occupied orbital energy (spin up / spin down) in eV: -6.23 / -6.24

Löwdin analysis output, partial charges in e: -0.1972 0.1158 0.0968 -0.1833 0.1528 -0.0048 0.0700 -0.1121 -0.3347 -0.5215 0.1410 -0.2083 -0.2123 -0.3623 0.1016 0.0977 -0.2565 0.0906 0.1018 0.0981 0.0900 1.1712 0.0923 0.2050 0.0973 0.0989 0.0634 0.0930 0.0790 0.1317 0.0458 0.1051 0.1053 -0.0477 0.0388 0.1105 -0.0999 -0.3551 0.0996 0.2433 -0.0476 0.0807 -0.0820 -0.1890 0.0066 -0.2220 0.1072 -0.1287 0.0641 -0.5651 -0.1693 0.0916 -0.0529 -0.3410 0.0011 0.0309 -0.0141 0.0967 0.3265 -0.0345